[1]
This record from the Open Molecules 2025 dataset describes a structure of composition C14H40N2O8. The level of theory is ωB97M-V/def2-TZVPD.

XYZ file:
```
64
C14H40N2O8 | the Open Molecules 2025 dataset | ωB97M-V/def2-TZVPD
C 6.523 5.762 -4.585
O 5.676 6.875 -4.171
C 5.058 6.660 -2.907
C 4.022 7.753 -2.553
N 3.095 8.135 -3.627
C 2.278 6.936 -4.097
C 1.294 7.294 -5.305
O 1.127 6.126 -6.071
C 0.098 6.189 -7.082
H 7.370 5.768 -3.899
H 6.919 6.027 -5.565
H 5.982 4.816 -4.621
H 5.875 6.657 -2.185
H 4.612 5.668 -2.834
H 4.538 8.643 -2.193
H 3.446 7.311 -1.740
H 3.583 8.483 -4.440
H 1.637 6.482 -3.342
H 2.990 6.192 -4.455
H 1.675 8.104 -5.927
H 0.332 7.626 -4.912
H 0.456 6.861 -7.862
H -0.903 6.450 -6.737
H 0.076 5.138 -7.369
C -0.546 7.512 -3.411
O -1.141 8.105 -2.297
C -2.097 9.189 -2.559
C -3.074 9.353 -1.364
N -3.861 8.187 -1.241
C -4.811 8.282 -0.098
C -5.728 9.529 -0.304
O -6.789 9.329 0.598
C -6.525 9.877 1.918
H 0.181 8.214 -3.819
H -1.197 7.100 -4.182
H 0.071 6.726 -2.976
H -2.719 8.844 -3.385
H -1.503 10.092 -2.700
H -3.767 10.170 -1.563
H -2.500 9.584 -0.466
H -3.168 7.459 -1.141
H -4.401 8.146 0.903
H -5.410 7.377 0.008
H -6.108 9.543 -1.326
H -5.246 10.501 -0.205
H -6.251 10.923 1.782
H -5.825 9.351 2.568
H -7.469 9.740 2.446
C 0.034 9.491 -1.294
C -0.187 8.439 -0.151
O 0.115 9.095 1.018
O 1.319 10.090 -1.430
H -0.663 10.321 -1.175
H -0.174 8.998 -2.243
H 0.602 7.704 -0.309
H -1.205 8.052 -0.190
H -0.571 9.755 1.143
H 1.767 9.720 -2.194
O 0.326 9.534 -4.235
H -0.345 10.217 -4.257
H 0.372 9.213 -5.135
O 1.428 8.515 -2.842
H 2.085 7.982 -3.289
H 0.939 8.935 -3.549
```

Output
total charge = 0
gap between HOMO and LUMO = 6.3 eV
relative energy (zero: lowest compared OMol25 entry of this formula, charge and spin) = 20.235 eV
LUMO = 0.0021 Ha
DFT total energy = -1268.01813 Eh

Here are the natural (NBO) charges for atoms 1 to 2, given in e:
1 C -0.2513
2 O -0.5626

[2]
This record from the Open Molecules 2025 dataset describes a structure of composition C12H32CrF4N2O20S8. The level of theory is ωB97M-V/def2-TZVPD.

XYZ file:
```
79
C12H32CrF4N2O20S8 | the Open Molecules 2025 dataset | ωB97M-V/def2-TZVPD
Cr 19.277 -32.864 -17.031
N 17.909 -33.444 -15.769
S 17.734 -34.623 -14.715
O 16.834 -35.650 -15.164
O 17.887 -34.283 -13.335
F 19.239 -35.190 -14.970
S 16.287 -33.000 -15.669
O 15.648 -32.952 -14.400
O 15.543 -33.260 -16.861
F 16.620 -31.449 -15.885
N 19.932 -34.571 -17.745
S 19.031 -35.927 -18.254
O 18.633 -36.856 -17.239
O 19.049 -36.318 -19.633
F 17.731 -34.961 -18.177
S 21.176 -35.264 -18.372
O 21.516 -35.099 -19.750
O 21.693 -36.357 -17.589
F 22.135 -34.086 -17.786
O 20.757 -31.792 -18.156
S 21.425 -30.601 -18.643
O 20.662 -29.363 -18.496
O 22.826 -30.427 -17.837
C 23.407 -29.072 -17.738
C 24.870 -29.307 -17.491
C 21.970 -30.767 -20.431
H 22.959 -28.681 -16.824
H 23.208 -28.434 -18.596
H 25.494 -28.415 -17.498
H 25.197 -29.884 -18.360
H 25.052 -29.886 -16.588
H 22.412 -29.820 -20.731
H 21.156 -31.084 -21.079
H 22.734 -31.537 -20.545
O 20.473 -29.043 -14.925
S 19.250 -29.807 -15.103
O 19.253 -30.909 -16.051
O 18.720 -30.392 -13.671
C 19.387 -29.901 -12.511
C 19.062 -28.431 -12.193
C 17.923 -28.627 -15.536
H 20.479 -29.910 -12.551
H 19.233 -30.585 -11.679
H 18.001 -28.289 -11.999
H 19.468 -27.801 -12.986
H 19.676 -28.004 -11.398
H 16.992 -28.904 -15.039
H 17.602 -28.693 -16.576
H 18.278 -27.656 -15.204
O 17.954 -31.999 -18.244
S 17.001 -31.284 -19.081
O 16.249 -30.214 -18.481
O 17.811 -30.698 -20.337
C 17.128 -29.915 -21.308
C 18.172 -29.119 -22.037
C 15.828 -32.360 -19.908
H 16.510 -29.184 -20.782
H 16.583 -30.494 -22.054
H 17.729 -28.463 -22.783
H 18.823 -29.841 -22.540
H 18.879 -28.582 -21.404
H 14.941 -31.763 -20.102
H 15.519 -33.061 -19.125
H 16.281 -33.021 -20.643
O 22.535 -34.511 -14.792
S 21.917 -33.226 -14.693
O 20.717 -33.052 -15.500
O 21.483 -32.822 -13.186
C 21.814 -33.743 -12.108
C 20.899 -33.422 -10.909
C 22.991 -31.872 -14.913
H 22.878 -33.599 -11.921
H 21.611 -34.744 -12.485
H 21.306 -32.767 -10.144
H 20.435 -34.279 -10.419
H 20.000 -33.036 -11.398
H 23.212 -31.630 -15.950
H 23.899 -32.040 -14.333
H 22.562 -30.992 -14.431
```

Output
2S+1 = 4
total charge = +1
gap between HOMO and LUMO (alpha / beta) = 7.9 / 8.9 eV
LUMO (alpha / beta) = -0.2050 / -0.1684 Ha
DFT total energy = -6719.74228 Eh

Here are the Löwdin charges for atoms 1 to 2, given in e:
1 Cr 0.9771
2 N -0.3493

Number 1: strongest force on any atom 0.27123 hartree/bohr. Number 2: strongest force on any atom 0.21404 hartree/bohr.